C3H3N3S | ωB97M-V with the def2-TZVPD basis set

The geometry in XYZ format:
```
10
Properties=species:S:1:pos:R:3:nbo_charge:R:1
S -0.34 -0.13 -2.41 0.0337
N 0.84 0.08 0.03 -0.5854
N 0.48 0.19 3.40 -0.2483
N -1.45 -0.12 0.52 -0.5504
C 0.17 0.11 2.29 0.1882
C -0.25 0.01 0.89 0.3202
C 0.87 0.03 -1.36 -0.1232
H 1.92 0.14 -1.69 0.1979
H 1.74 0.16 0.47 0.4135
H -2.04 -0.14 1.32 0.3538
```

Summary:
**Lowest unoccupied orbital energy**: -0.6 eV
**Multiplicity**: 1
**Relative energy (zero: lowest compared OMol25 entry of this formula, charge and spin)**: 28.33 kcal/mol
**Total charge**: 0
**DFT total energy**: -18463.8546 eV
**Kohn-Sham gap**: 8.242 eV
**Structure (SMILES)**: [H]/N=C(\C#N)NC=S



C19H23N3O2S | ωB97M-V with the def2-TZVPD basis set

The geometry in XYZ format:
```
48
Properties=species:S:1:pos:R:3:nbo_charge:R:1
S -3.82 -3.51 0.80 2.2618
O -2.95 -4.65 0.50 -1.0071
O -4.13 -2.65 -0.35 -1.0194
N -3.37 -2.71 2.09 -1.2019
N 0.48 0.25 3.32 -0.3327
N 1.81 -4.33 -2.70 -0.4684
C -1.70 0.22 2.72 -0.0732
C 3.21 -4.03 -2.82 -0.3961
C -0.78 0.77 3.64 0.1983
C -2.50 2.04 4.68 -0.2007
C -0.94 -0.66 1.82 -0.2366
C -1.14 1.68 4.62 -0.2665
C 0.41 -0.58 2.26 0.1067
C 0.46 -2.96 0.45 -0.1628
C -3.04 0.56 2.79 -0.1555
C -1.48 -1.40 0.79 0.1699
C 0.99 -3.66 -1.81 0.2338
C -5.38 -4.10 1.43 -0.8740
C -0.69 -2.28 -0.03 -0.0934
C 1.71 0.60 4.00 -0.4091
C -0.24 -3.10 -2.27 -0.2499
C -1.06 -2.43 -1.39 -0.1172
C 1.31 -3.60 -0.43 -0.2666
C 1.44 -5.57 -3.32 -0.3976
C -3.43 1.49 3.77 -0.2148
H 2.22 -0.30 4.39 0.2170
H 1.31 -1.07 1.89 0.2321
H -4.47 1.80 3.85 0.2211
H -0.38 2.09 5.27 0.2140
H -2.47 -1.12 0.49 0.2500
H 3.41 -3.05 -2.35 0.2104
H 2.19 -4.15 -0.08 0.2218
H 0.39 -5.81 -3.10 0.2226
H -2.00 -2.00 -1.72 0.2479
H -5.91 -3.25 1.86 0.2352
H -0.49 -3.20 -3.32 0.2271
H 3.46 -4.01 -3.89 0.1960
H 0.67 -2.98 1.52 0.2098
H -5.11 -4.82 2.20 0.2309
H -2.45 -3.13 2.42 0.3624
H -2.85 2.76 5.41 0.2202
H 2.09 -6.39 -2.95 0.1799
H -5.93 -4.58 0.62 0.2229
H 2.41 1.09 3.29 0.2156
H -3.74 0.05 2.12 0.2515
H 1.61 -5.51 -4.40 0.1866
H 1.48 1.27 4.83 0.2240
H 3.81 -4.82 -2.34 0.1741
```

Summary:
**Lowest unoccupied orbital energy**: -1.4 eV
**Multiplicity**: 1
**Relative energy (zero: lowest compared OMol25 entry of this formula, charge and spin)**: 118.86 kcal/mol
**Total charge**: 0
**DFT total energy**: -39473.9027 eV
**Kohn-Sham gap**: 6.195 eV